Density functional theory data (the ωB97M-V functional and the def2-TZVPD basis) for a cluster of 8 separate species, C34H53F9O21 in total in a non-equilibrium geometry.

As for the total energy: -3805.982533 Eh. Its structure (SMILES) is CCOC(=O)C(F)(F)F.CCOC(=O)C(F)(F)F.CCOC(=O)C(F)(F)F.C[C@H]1COC(=O)O1.C[C@H]1COC(=O)O1.C[C@H]1COC(=O)O1.C[C@H]1COC(=O)O1.COCCOCCOC. The calculation puts the gap between HOMO and LUMO at 9.1 eV. For the highest occupied orbital energy, the calculation gives -9.54 eV.

Each line ends with the Mulliken charge.
Element x y z (Å)
F: 7.0048 2.3225 -5.8445  -0.233
F: 8.7268 3.7105 -5.8440  -0.238
F: 0.8880 1.9073 -1.6639  -0.259
F: 0.4418 0.2415 -2.7455  -0.255
F: 10.6420 -1.2832 4.7689  -0.234
F: 6.8065 4.2121 -6.7874  -0.232
F: 11.7382 -2.9503 4.0691  -0.252
F: 9.5910 -3.2086 4.7643  -0.224
F: 2.5281 0.5893 -2.1911  -0.215
O: -1.7506 -7.4993 -0.6507  -0.301
O: 6.6892 3.2803 -3.3901  -0.235
O: -3.0654 -4.7407 -5.3152  -0.385
O: -2.2958 2.7614 -8.0898  -0.556
O: 0.5662 0.6151 0.5231  -0.216
O: 8.6142 -2.5204 2.5827  -0.187
O: -0.7541 -6.3383 -3.4217  -0.363
O: -9.1373 -4.2231 2.9862  -0.339
O: -0.9144 4.0879 -9.1611  -0.312
O: -5.4971 -0.6410 7.5316  -0.624
O: -1.0396 4.3435 -6.9887  -0.359
O: -3.7766 6.7947 3.7141  -0.578
O: 1.2595 -1.4643 -0.4553  -0.586
O: 10.6737 -1.7860 1.7922  -0.505
O: -7.3182 -4.9690 4.0016  -0.332
O: -2.8407 6.2792 1.7476  -0.343
O: -6.7246 1.2651 7.6395  -0.332
O: -1.5312 6.8004 3.3400  -0.353
O: -5.0975 1.1532 6.1964  -0.300
O: 6.6091 5.3895 -4.3375  -0.501
O: -8.9962 -6.4351 3.6647  -0.548
C: -2.5706 -6.0849 -4.9157  -0.808
C: 0.6524 5.8848 2.5674  -1.365
C: 1.2666 0.6350 -1.8108  0.824
C: 1.0921 5.2943 -6.5509  -1.358
C: -1.7589 -7.6955 0.8104  -0.751
C: 6.5288 -3.0004 1.3560  -1.054
C: 0.4687 0.1173 1.8110  -0.175
C: 9.9480 -2.2261 2.6676  0.307
C: -0.3691 -7.3261 -1.1910  -0.674
C: 6.4606 3.6880 -2.0239  -0.211
C: -2.7913 6.7322 3.0025  0.711
C: -5.7567 0.5275 7.1615  0.660
C: -0.6683 6.7477 2.2282  0.435
C: -2.1296 -3.8138 -4.8298  -0.587
C: -0.1392 5.3297 -7.3802  0.489
C: -8.5143 -5.3271 3.5137  0.659
C: -8.3179 -3.0447 3.1913  -0.208
C: -6.7358 2.4565 6.8363  0.295
C: 7.3743 3.6029 -5.7255  0.832
C: 0.0106 5.1232 -8.8520  -0.420
C: 7.9401 -2.4928 1.3304  -0.291
C: -0.8217 0.4525 2.4051  -1.137
C: 6.7047 2.5377 -1.0801  -1.139
C: 1.0391 -0.1779 -0.5059  0.441
C: -5.7336 -3.3769 2.8574  -1.339
C: -2.1555 -6.4855 -3.4326  -0.411
C: -7.0865 -3.6302 3.7019  0.282
C: -6.6465 3.5608 7.9348  -1.335
C: -0.1753 -6.1398 -2.0846  -0.483
C: 6.8589 4.2013 -4.3785  0.347
C: -1.4669 3.6352 -8.0752  0.647
C: -1.5384 6.1541 1.1630  -0.298
C: -5.6101 2.4752 5.9322  -0.346
C: 10.4496 -2.4148 4.0953  0.845
H: -6.8018 -3.2717 4.6911  0.245
H: 1.3313 4.2793 -6.2337  0.330
H: -2.8179 -7.7769 1.0554  0.219
H: -1.3208 -6.8514 1.3429  0.316
H: 1.1370 6.4759 3.3445  0.353
H: 6.4144 -3.8710 0.7102  0.319
H: -4.8768 -3.7368 3.4272  0.327
H: -0.7242 0.1138 3.4366  0.367
H: 8.4270 -3.1687 0.6275  0.306
H: -7.5064 3.4425 8.5941  0.376
H: 0.8959 -5.9515 -2.0123  0.384
H: -8.2117 -2.4760 2.2675  0.291
H: 5.8145 -2.1823 1.4482  0.302
H: -3.2991 -6.8173 -5.2635  0.428
H: -2.4144 -7.5229 -3.2210  0.401
H: 0.5527 -0.9694 1.8250  0.344
H: -0.2671 6.0571 -9.3407  0.266
H: -8.7142 -2.4024 3.9777  0.234
H: -0.3779 7.7355 1.8704  0.216
H: 1.1489 0.7312 2.4015  0.285
H: 0.4496 -7.4119 -0.4765  0.526
H: -5.4560 -2.3636 2.5672  0.374
H: -4.8003 3.1777 6.1294  0.262
H: -0.6184 -5.3027 -1.5451  0.305
H: -1.7902 -6.5113 -5.5460  0.371
H: -5.9472 2.8287 4.9578  0.315
H: -1.1647 5.1853 0.8315  0.230
H: -5.8259 3.3633 8.6246  0.330
H: 0.9941 4.8256 -9.2156  0.315
H: -6.5475 4.5108 7.4095  0.388
H: 6.3581 2.7909 -0.0781  0.364
H: -2.0032 -3.7553 -3.7488  0.188
H: -1.0286 1.5164 2.2889  0.261
H: -1.0947 -8.5120 1.0937  0.306
H: 1.0400 5.9681 -5.6957  0.329
H: -1.1523 -3.9338 -5.2974  0.301
H: -1.4226 6.7820 0.2796  0.270
H: 6.2828 1.5947 -1.4275  0.312
H: -2.5464 -2.8453 -5.1061  0.282
H: -5.9192 -3.9928 1.9774  0.353
H: 1.4525 5.7193 1.8459  0.389
H: 6.5143 -3.5074 2.3208  0.332
H: 5.4473 4.0820 -1.9457  0.281
H: -2.6494 -5.8676 -2.6827  0.376
H: 7.7837 2.3837 -1.0883  0.325
H: 1.9706 5.7055 -7.0482  0.369
H: 0.4628 4.9188 3.0355  0.333
H: 8.0411 -1.5105 0.8690  0.334
H: -0.1776 -8.2768 -1.6885  0.362
H: -1.5342 -0.1344 1.8255  0.318
H: 7.1503 4.5161 -1.8611  0.327
H: -7.7225 2.4463 6.3733  0.311
H: -0.7837 6.1599 -7.0914  0.262